Entry 1:
Here is 2 unconnected molecules or ions with the total composition C25H43ClF9N2O3P from OMol25. Energies are from the ωB97M-V functional and the def2-TZVPD basis.

Geometry (Å):
C 6.3561 1.0738 1.5151
C 4.7647 0.7512 1.6520
P 3.9117 2.3336 2.1841
C 3.1719 2.2732 3.9187
C 2.8216 0.8139 4.4825
N 2.8952 3.0932 0.9964
C 2.1388 2.1703 0.0957
C 1.0790 1.2725 0.9048
C 1.2241 -0.2307 0.3051
C 0.1953 -1.2660 0.9349
F 0.7919 -1.7371 2.1584
F -1.0565 -0.7292 1.2925
C 0.0689 -2.5877 0.0005
F 1.2643 -3.3228 -0.0006
F -0.8972 -3.4085 0.6730
C -0.5399 -2.2894 -1.4504
F -1.6412 -3.1796 -1.6385
F -1.1117 -0.9883 -1.5639
C 0.4497 -2.5578 -2.6763
F -0.0926 -1.8467 -3.7868
F 1.7468 -2.0636 -2.5046
F 0.4912 -3.9027 -3.0911
C 1.4596 3.1245 -1.0171
C 0.1344 2.4700 -1.7114
C -1.1897 3.2337 -1.2423
C -2.5441 2.3927 -1.3827
C -3.0369 1.7823 0.0124
N -3.7192 2.7610 0.9176
C -4.6803 1.9206 1.7474
C -2.8052 3.3424 1.9211
C -1.9703 2.5316 3.0097
O -2.7047 4.5994 1.9511
O 2.3502 3.7720 -1.9275
C 3.3639 2.9982 -2.5315
C 2.9841 1.5420 -3.0631
Cl 4.9620 2.9197 -1.5619
H 6.5456 1.9602 2.2256
H 6.6521 1.3035 0.4423
H 6.9160 0.1924 1.9758
H 4.3382 0.2046 0.7526
H 4.6960 0.0095 2.5343
H 3.8471 2.8038 4.6861
H 2.1953 2.8757 3.9143
H 1.8711 0.3642 4.0100
H 2.5469 0.9556 5.5957
H 3.6824 0.0723 4.4709
H 3.3253 3.8748 0.4940
H 2.9001 1.4441 -0.3428
H 0.0125 1.6610 0.8736
H 1.3413 1.1583 2.0189
H 1.2492 -0.2574 -0.8309
H 2.2699 -0.5746 0.6487
H 1.0046 3.9767 -0.3804
H 0.0988 1.3381 -1.6343
H 0.2610 2.7065 -2.8339
H -1.3027 4.1423 -1.9444
H -1.1106 3.6963 -0.1893
H -2.4506 1.5456 -2.1417
H -3.3976 3.0732 -1.7536
H -2.1176 1.3729 0.5492
H -3.8071 0.9689 -0.2422
H -5.7382 1.9356 1.3337
H -4.2650 0.8514 1.8736
H -4.6990 2.3504 2.8184
H -2.2340 1.4139 3.0481
H -0.8708 2.5748 2.6693
H -1.9891 3.0045 4.0510
H 3.6815 3.5795 -3.4752
H 3.6914 1.3300 -3.9494
H 3.1519 0.6940 -2.3261
H 1.9288 1.4818 -3.5207
C -3.6071 -7.0897 -2.4446
C -3.3590 -5.9538 -1.4765
C -4.6644 -5.1864 -1.5495
O -5.6921 -6.1437 -1.8380
C -5.0770 -7.3827 -2.2154
H -2.9684 -7.9584 -2.2763
H -3.4504 -6.7433 -3.4715
H -3.2155 -6.3520 -0.4667
H -2.4916 -5.3434 -1.7285
H -4.6500 -4.4538 -2.3638
H -4.8982 -4.6663 -0.6177
H -5.2167 -8.0910 -1.3914
H -5.5697 -7.7818 -3.1047

Force components x, y, z for each atom (eV/Å):
-0.799 -0.074 0.942
0.543 -1.104 0.733
1.729 2.378 0.154
-1.454 -1.031 0.696
-0.777 0.423 1.178
-0.915 -2.012 0.466
0.050 0.668 -0.091
0.300 -0.882 -0.200
0.205 0.465 0.918
1.661 0.004 0.722
-1.399 0.757 -2.089
2.251 -1.228 -1.005
-1.561 -0.882 2.525
-2.287 1.774 -0.536
1.996 1.458 -1.432
-2.109 -0.734 -0.636
2.481 1.931 0.167
1.763 -2.732 0.521
0.270 0.353 -3.234
1.209 -1.518 2.475
-2.795 -1.260 0.015
0.108 3.199 1.619
-2.265 -0.700 1.823
0.750 0.904 -1.010
-0.498 0.499 -0.642
-0.536 0.438 0.518
0.582 -0.169 -1.317
0.269 -1.648 1.416
0.164 -0.013 1.358
0.506 4.293 0.512
0.607 -0.809 -0.694
-0.211 -4.389 -0.102
0.961 -1.365 0.127
-0.266 -0.018 -2.225
0.426 -0.347 -0.840
-0.981 -0.055 -0.366
-0.105 -1.222 -1.435
-0.241 -0.289 1.510
-0.509 1.043 -1.081
0.569 0.781 0.961
-0.158 1.104 -1.330
-0.727 -0.822 -1.556
1.353 -0.743 -0.170
1.665 0.583 0.446
0.437 -0.327 -1.601
-1.096 0.989 -0.231
0.037 -0.682 0.375
-1.116 0.859 0.129
1.381 -0.454 -0.278
-0.129 0.506 -1.672
-0.367 0.091 1.445
-1.690 0.251 -0.547
1.026 -1.130 -1.058
-0.122 1.422 0.161
-0.317 -0.499 1.653
0.318 -1.283 1.162
-0.028 -0.925 -1.471
0.072 1.067 1.003
1.356 -0.982 0.538
-1.240 -0.082 -0.682
1.344 1.037 0.563
1.495 -0.086 0.343
-0.889 1.444 -0.281
-0.298 -0.553 -1.639
0.250 1.694 0.050
-1.613 0.039 0.474
-0.338 -0.538 -1.691
-0.541 -0.674 1.771
-0.959 0.340 1.459
-0.356 1.222 -0.771
1.570 0.311 0.982
0.132 -0.106 -0.408
0.242 0.024 0.387
-0.234 0.197 -0.138
0.326 -0.056 -0.027
-0.273 -0.118 0.182
-0.064 0.042 -0.010
0.001 -0.062 0.053
0.014 0.062 -0.050
-0.099 -0.075 0.024
0.070 0.069 0.047
-0.092 -0.051 -0.064
0.036 -0.080 -0.063
-0.071 0.082 0.072

Summary:
LUMO, eV: 0.35
Orbital gap, eV: 7.65
Spin multiplicity: 1

***

Entry 2:
Here is a molecular structure, C41H58BF2N7O5PtSi2Te2 from OMol25. Energies are from the ωB97M-V functional and the def2-TZVPD basis.

Geometry (Å):
Pt -1.1199 0.7010 -0.4486
C 0.1208 -2.3450 4.1567
C -0.4123 -0.9630 4.3007
N -1.2384 -0.3693 3.4732
C -1.5135 0.8684 4.0340
C -0.8355 1.0201 5.1935
N -0.1368 -0.1611 5.3797
C 1.0678 -0.2515 6.1655
N 2.1690 0.3968 5.4563
N 2.2412 0.3083 4.1211
N 3.2310 0.9982 3.6859
C 3.8656 1.5650 4.7666
C 4.9927 2.3947 4.8359
C 5.3851 2.8053 6.0837
C 4.6852 2.4101 7.2481
C 3.5807 1.5955 7.1993
C 3.1837 1.1810 5.9222
H -0.2118 -2.7570 3.2060
H -0.2569 -2.9883 4.9536
H 1.2106 -2.3669 4.1866
H -2.1903 1.5654 3.5665
H -0.7883 1.8281 5.9036
H 1.2995 -1.2950 6.3719
H 0.9319 0.2717 7.1094
H 5.5255 2.6868 3.9416
H 6.2513 3.4433 6.1908
H 5.0382 2.7593 8.2090
H 3.0625 1.2929 8.0988
C 1.6152 -1.0913 1.0838
Te 0.6525 0.7968 1.2956
C 2.2210 1.5460 0.0454
C 3.1211 0.3850 -0.2792
C 4.2860 0.5789 -1.0211
C 5.0994 -0.4962 -1.3391
C 4.7463 -1.7784 -0.9309
C 3.5999 -1.9735 -0.1782
C 2.7923 -0.8911 0.1676
H 0.8996 -1.8149 0.6960
H 1.9292 -1.3798 2.0822
H 2.7413 2.3295 0.5978
H 1.7652 1.9755 -0.8456
H 4.5540 1.5776 -1.3450
H 6.0109 -0.3350 -1.9000
H 5.3780 -2.6217 -1.1779
H 3.3374 -2.9682 0.1616
C 1.0940 4.8088 -0.8399
N 0.3390 4.4276 -2.0233
C 0.5529 5.2721 -3.1993
C -0.6307 5.1986 -4.1385
C -0.9583 3.7449 -4.3970
N -1.1767 3.0548 -3.1253
C -2.0266 1.8862 -3.1874
C -0.4749 3.3586 -2.0223
O -0.5891 2.6759 -0.9559
H 0.8191 5.8208 -0.5399
H 2.1637 4.7904 -1.0588
H 0.8784 4.1321 -0.0226
H 1.4718 4.9585 -3.7040
H 0.7045 6.2922 -2.8465
H -0.3964 5.7055 -5.0731
H -1.4940 5.6963 -3.6931
H -0.1546 3.2470 -4.9486
H -1.8710 3.6487 -4.9839
H -2.9637 2.1451 -3.6815
H -2.2990 1.5395 -2.1842
H -1.5502 1.0787 -3.7403
F 1.2828 1.1555 -3.2206
B 1.0086 -0.1358 -3.5988
F 0.5086 -0.2475 -4.8571
C -3.6133 -2.6096 3.8658
Si -4.7094 -1.7859 2.5982
C -5.5725 -3.1020 1.5856
C -5.9565 -0.6638 3.4117
C -3.6938 -0.6553 1.4544
Te -2.0162 -1.5034 0.4674
C -3.1321 -2.4659 -1.0601
Si -4.1812 -1.7275 -2.4543
C -5.4510 -3.0397 -2.8328
C -5.0465 -0.1497 -1.9322
C -3.1116 -1.4496 -3.9572
H -4.2098 -3.3197 4.4439
H -3.1797 -1.8887 4.5592
H -2.7974 -3.1677 3.3993
H -6.3214 -3.5995 2.2062
H -4.8872 -3.8799 1.2395
H -6.0946 -2.6885 0.7191
H -6.5780 -1.2240 4.1133
H -6.6214 -0.2021 2.6788
H -5.4655 0.1359 3.9706
H -3.2847 0.1771 2.0287
H -4.3369 -0.2444 0.6752
H -3.8190 -3.0539 -0.4421
H -2.4236 -3.1736 -1.4961
H -6.1233 -3.2125 -1.9897
H -4.9734 -3.9900 -3.0807
H -6.0633 -2.7472 -3.6887
H -5.6975 -0.3041 -1.0698
H -5.6831 0.1912 -2.7526
H -4.3605 0.6652 -1.6915
H -2.7656 -2.4044 -4.3600
H -2.2244 -0.8558 -3.7440
H -3.6827 -0.9530 -4.7453
O 0.0587 -2.6979 -1.3837
C 0.6074 -2.0196 -2.2152
O 0.1778 -0.8131 -2.5746
C 1.8158 -2.3602 -3.0137
C 2.0367 -3.5762 -3.5692
C 3.0252 -3.7232 -4.5824
C 3.6849 -2.6118 -5.0049
O 4.6749 -2.5081 -5.9246
C 5.0844 -1.1471 -5.9444
O 4.3029 -0.4679 -4.9249
C 3.4631 -1.3537 -4.4257
C 2.5123 -1.1543 -3.4188
H 1.4272 -4.4227 -3.2843
H 3.2282 -4.6884 -5.0266
H 4.8572 -0.6950 -6.9078
H 6.1372 -1.0672 -5.6840
H 2.8576 -0.4902 -2.6178

Force components x, y, z for each atom (eV/Å):
-0.218 0.132 -0.327
0.003 0.016 -0.013
0.036 0.098 0.010
0.036 -0.056 0.119
-0.050 0.004 -0.030
0.049 -0.006 -0.049
0.114 -0.033 -0.102
-0.061 0.022 -0.001
-0.008 -0.022 0.028
-0.114 -0.079 -0.173
-0.004 -0.036 -0.033
-0.019 -0.025 0.025
-0.011 -0.006 0.004
-0.006 0.000 0.012
0.006 0.007 0.007
0.000 0.004 -0.011
0.008 0.053 0.046
0.000 0.025 -0.008
0.005 0.000 -0.006
0.029 0.004 0.003
-0.011 0.005 0.009
0.010 0.002 -0.007
0.000 0.001 -0.041
0.006 -0.011 0.028
-0.001 -0.003 0.004
0.000 -0.001 0.004
0.001 0.000 -0.001
0.002 -0.001 0.004
-0.101 0.016 -0.074
0.239 0.063 0.120
-0.031 -0.012 -0.044
-0.026 0.003 0.026
0.022 0.013 -0.024
0.034 -0.019 0.037
0.025 0.015 0.033
0.018 -0.008 -0.015
0.073 0.020 0.017
0.030 -0.014 0.059
0.034 -0.015 0.129
-0.025 -0.036 0.057
0.036 -0.031 0.026
-0.004 -0.010 -0.006
-0.006 0.002 -0.005
-0.001 -0.001 0.001
-0.004 0.000 0.002
0.002 0.008 0.002
-0.022 0.003 0.031
-0.010 -0.003 -0.018
0.002 -0.013 0.028
0.005 -0.016 -0.014
-0.115 0.029 -0.053
0.049 -0.010 -0.107
0.023 -0.162 -0.029
0.134 0.097 0.236
0.004 0.000 -0.007
0.002 -0.006 0.002
-0.016 -0.004 0.007
0.000 -0.005 0.000
-0.009 0.000 0.000
0.004 -0.004 -0.004
0.000 0.003 -0.003
0.003 -0.005 0.000
-0.005 0.007 0.004
-0.010 -0.016 0.009
-0.088 0.029 0.019
0.039 -0.047 0.003
0.009 -0.008 -0.024
-0.266 0.002 -0.017
0.019 0.019 0.009
-0.036 -0.028 0.013
-0.003 -0.008 0.023
0.014 -0.005 -0.007
-0.001 0.000 0.004
-0.045 0.019 -0.091
-0.055 0.085 0.183
0.008 -0.125 0.049
-0.072 0.038 0.005
-0.011 0.019 0.008
0.023 -0.018 -0.043
0.017 0.002 0.003
0.015 -0.012 -0.001
-0.018 0.008 -0.012
-0.004 0.000 -0.001
-0.004 0.003 0.002
-0.016 0.004 0.006
0.008 0.003 0.003
-0.004 -0.001 0.001
0.004 -0.002 -0.001
0.001 -0.003 0.003
-0.035 -0.084 -0.026
0.006 0.032 0.008
0.035 -0.007 -0.035
0.025 0.021 0.028
0.007 0.000 0.002
-0.003 -0.002 0.002
0.001 0.000 0.002
-0.014 -0.031 -0.007
0.016 0.024 0.002
0.014 0.035 0.043
-0.024 -0.014 0.016
0.042 0.001 0.007
0.027 0.011 -0.003
-0.049 -0.121 0.087
0.040 -0.036 -0.111
0.235 0.233 -0.019
-0.056 0.166 0.006
-0.004 -0.020 -0.040
-0.021 -0.106 -0.025
0.007 0.088 -0.017
0.005 -0.026 0.005
-0.029 0.016 0.030
0.073 0.028 0.006
-0.147 -0.017 -0.023
0.291 -0.222 0.100
0.002 -0.006 0.000
0.002 0.001 0.003
0.006 0.000 -0.009
0.014 0.001 -0.013
-0.159 0.077 -0.079

Summary:
LUMO, eV: -5.94
Energy relative to the best compared isomer or geometry (same formula, charge and spin), kJ/mol: 43.22
Orbital gap, eV: 7.05
Spin multiplicity: 1
Net charge: +2